1.
{
  "formula": "C4H6N2O",
  "method": "the ωB97M-V functional and the def2-TZVPD basis",
  "e_above_lowest_kcal_mol": 39.5,
  "gap_ev": 9.384,
  "smiles": "Cc1cc(N)on1",
  "lumo_ev": 0.893,
  "e_homo_ev": -8.49,
  "largest_force_ev_per_a": 0.45,
  "species": ["C", "C", "C", "C", "N", "O", "N", "H", "H", "H", "H", "H", "H"],
  "positions_angstrom": [[-2.29, 0.17, -0.01], [-0.83, 0.04, -0.33], [0.27, 0.61, 0.37], [1.33, -0.09, -0.12], [2.66, -0.16, 0.18], [0.94, -0.91, -1.10], [-0.45, -0.84, -1.23], [-2.83, -0.65, -0.50], [-2.40, 0.05, 1.07], [-2.73, 1.12, -0.30], [0.24, 1.37, 1.13], [2.96, 0.19, 1.08], [3.14, -0.99, -0.14]]
}

***

2.
{
  "formula": "C4H6N2O",
  "method": "the ωB97M-V functional and the def2-TZVPD basis",
  "e_above_lowest_kcal_mol": 66.0,
  "gap_ev": 9.983,
  "smiles": "CC1=N[C@@H]1C(N)=O",
  "lumo_ev": 0.658,
  "e_homo_ev": -9.32,
  "largest_force_ev_per_a": 1.53,
  "species": ["C", "C", "N", "C", "C", "N", "O", "H", "H", "H", "H", "H", "H"],
  "positions_angstrom": [[0.15, -0.09, -2.42], [-0.44, 0.13, -1.09], [-1.54, -0.10, -0.58], [-0.10, -0.27, 0.25], [-0.39, 0.37, 1.56], [0.54, 0.18, 2.56], [-1.46, 0.87, 1.79], [-0.62, 0.00, -3.18], [1.00, 0.55, -2.60], [0.49, -1.14, -2.40], [0.52, -1.19, 0.29], [1.53, 0.17, 2.34], [0.29, 0.66, 3.41]]
}

***

3.
{
  "formula": "C4H6N2O",
  "method": "the ωB97M-V functional and the def2-TZVPD basis",
  "e_above_lowest_kcal_mol": 23.4,
  "gap_ev": 8.020,
  "smiles": "Nc1ccc(O)[nH]1",
  "lumo_ev": 0.879,
  "e_homo_ev": -7.14,
  "largest_force_ev_per_a": 0.59,
  "species": ["N", "C", "C", "C", "C", "O", "N", "H", "H", "H", "H", "H", "H"],
  "positions_angstrom": [[-2.26, -0.48, -0.02], [-0.93, -0.03, 0.01], [-0.34, 1.18, -0.27], [1.08, 0.97, -0.26], [1.28, -0.34, 0.02], [2.38, -1.14, 0.11], [0.08, -0.97, 0.17], [-2.91, 0.19, -0.41], [-2.58, -0.82, 0.88], [-0.83, 2.14, -0.41], [1.86, 1.70, -0.47], [3.15, -0.59, -0.08], [0.01, -1.82, 0.73]]
}

***

4.
{
  "formula": "C4H6N2O",
  "method": "the ωB97M-V functional and the def2-TZVPD basis",
  "e_above_lowest_kcal_mol": 85.1,
  "gap_ev": 9.613,
  "smiles": "CNC(=O)N1C=C1",
  "lumo_ev": 0.946,
  "e_homo_ev": -8.67,
  "largest_force_ev_per_a": 0.36,
  "species": ["C", "N", "C", "O", "N", "C", "C", "H", "H", "H", "H", "H", "H"],
  "positions_angstrom": [[0.91, -1.57, -0.48], [1.28, -0.46, 0.36], [0.56, 0.69, 0.49], [0.78, 1.54, 1.33], [-0.44, 0.85, -0.52], [-1.84, 0.58, -0.08], [-1.50, 1.80, -0.05], [1.78, -2.20, -0.66], [0.54, -1.19, -1.44], [0.13, -2.20, -0.03], [1.98, -0.59, 1.08], [-2.50, -0.28, -0.03], [-1.60, 2.86, 0.06]]
}

***

5.
{
  "formula": "C4H6N2O",
  "method": "the ωB97M-V functional and the def2-TZVPD basis",
  "e_above_lowest_kcal_mol": 24.1,
  "gap_ev": 8.740,
  "smiles": "NC1=NC(O)=CC1",
  "lumo_ev": 0.868,
  "e_homo_ev": -7.87,
  "largest_force_ev_per_a": 0.61,
  "species": ["N", "C", "N", "C", "O", "C", "C", "H", "H", "H", "H", "H", "H"],
  "positions_angstrom": [[2.17, 0.31, 0.65], [0.89, 0.21, 0.16], [0.35, 1.04, -0.66], [-0.91, 0.48, -0.94], [-1.70, 1.21, -1.75], [-1.17, -0.69, -0.32], [-0.04, -0.87, 0.63], [2.33, -0.05, 1.58], [2.60, 1.20, 0.46], [-2.58, 0.80, -1.75], [-2.02, -1.34, -0.46], [0.38, -1.87, 0.79], [-0.29, -0.43, 1.61]]
}

***

6.
{
  "formula": "C4H6N2O",
  "method": "the ωB97M-V functional and the def2-TZVPD basis",
  "e_above_lowest_kcal_mol": 95.2,
  "gap_ev": 9.114,
  "lumo_ev": 0.597,
  "e_homo_ev": -8.52,
  "largest_force_ev_per_a": 8.06,
  "species": ["C", "C", "C", "C", "H", "H", "H", "H", "H", "H", "N", "N", "O"],
  "positions_angstrom": [[1.46, 0.56, 1.00], [0.27, -0.01, 0.05], [0.24, 0.28, -1.22], [-1.06, -0.56, 0.25], [1.33, 1.44, 1.72], [2.46, 0.86, 0.57], [1.55, -0.29, 1.61], [1.18, 0.30, -1.81], [-1.21, -0.06, -2.73], [-2.39, -0.92, 1.68], [-0.85, -0.13, -1.75], [-1.80, -0.42, -0.86], [-1.20, -1.05, 1.49]]
}

***

7.
{
  "formula": "C4H6N2O",
  "method": "the ωB97M-V functional and the def2-TZVPD basis",
  "e_above_lowest_kcal_mol": 96.8,
  "gap_ev": 8.482,
  "lumo_ev": 0.829,
  "e_homo_ev": -7.65,
  "largest_force_ev_per_a": 0.60,
  "species": ["N", "C", "C", "C", "C", "O", "N", "H", "H", "H", "H", "H", "H"],
  "positions_angstrom": [[-2.20, -0.21, -0.01], [-0.84, -0.08, 0.11], [-0.10, 1.04, 0.42], [1.24, 0.58, 0.48], [1.33, -0.89, 0.29], [1.84, 0.01, -1.01], [-0.03, -1.16, -0.02], [-2.54, -0.91, -0.64], [-2.72, 0.66, -0.05], [-0.47, 2.05, 0.53], [2.07, 1.18, 0.86], [2.79, -0.15, -0.92], [-0.37, -2.11, -0.04]]
}

***

8.
{
  "formula": "C4H6N2O",
  "method": "the ωB97M-V functional and the def2-TZVPD basis",
  "e_above_lowest_kcal_mol": 28.3,
  "gap_ev": 10.673,
  "smiles": "O=C1NC[C@H]2CN12",
  "lumo_ev": 0.864,
  "e_homo_ev": -9.81,
  "largest_force_ev_per_a": 0.51,
  "species": ["O", "C", "N", "C", "C", "C", "N", "H", "H", "H", "H", "H", "H"],
  "positions_angstrom": [[-1.59, 1.77, -1.17], [-0.83, 1.00, -0.64], [-0.39, 1.05, 0.67], [0.85, 0.32, 0.85], [0.79, -0.64, -0.34], [-0.48, -1.37, -0.47], [-0.24, -0.15, -1.27], [-0.69, 1.80, 1.26], [0.89, -0.21, 1.81], [1.72, 0.98, 0.77], [1.71, -1.00, -0.78], [-0.57, -2.27, -1.06], [-1.16, -1.29, 0.38]]
}

***

9.
{
  "formula": "C4H6N2O",
  "method": "the ωB97M-V functional and the def2-TZVPD basis",
  "e_above_lowest_kcal_mol": 30.0,
  "gap_ev": 11.451,
  "smiles": "[H]/N=C/OCCC#N",
  "lumo_ev": 0.717,
  "e_homo_ev": -10.73,
  "largest_force_ev_per_a": 1.11,
  "species": ["H", "N", "C", "O", "C", "C", "C", "N", "H", "H", "H", "H", "H"],
  "positions_angstrom": [[-2.44, 1.66, -0.46], [-1.65, 1.02, -0.46], [-1.88, 0.03, 0.30], [-1.01, -0.98, 0.47], [0.21, -0.89, -0.27], [1.17, 0.07, 0.45], [2.34, 0.39, -0.38], [3.25, 0.65, -1.05], [-2.77, -0.15, 0.91], [0.00, -0.54, -1.28], [0.62, -1.90, -0.30], [0.64, 1.00, 0.66], [1.51, -0.36, 1.39]]
}

***

10.
{
  "formula": "C4H6N2O",
  "method": "the ωB97M-V functional and the def2-TZVPD basis",
  "e_above_lowest_kcal_mol": 92.9,
  "gap_ev": 9.607,
  "smiles": "[H]/N=C/C=N/[H].C=C=O",
  "lumo_ev": 0.299,
  "e_homo_ev": -9.31,
  "largest_force_ev_per_a": 4.28,
  "species": ["H", "N", "C", "C", "N", "H", "H", "H", "C", "C", "O", "H", "H"],
  "positions_angstrom": [[2.50, -2.49, 1.27], [2.17, -1.69, 0.74], [1.14, -1.79, 0.05], [0.67, -0.58, -0.82], [0.13, -0.88, -1.93], [0.27, -0.21, -2.68], [0.64, -2.72, -0.26], [1.39, 0.24, -0.73], [-1.52, 2.48, 0.80], [-1.87, 1.22, 0.80], [-2.58, 0.33, 1.16], [-1.55, 3.06, -0.10], [-1.39, 3.03, 1.71]]
}

***

11.
{
  "formula": "C4H6N2O",
  "method": "the ωB97M-V functional and the def2-TZVPD basis",
  "e_above_lowest_kcal_mol": 57.2,
  "gap_ev": 9.405,
  "smiles": "OCc1c[nH]cn1",
  "lumo_ev": 0.881,
  "e_homo_ev": -8.52,
  "largest_force_ev_per_a": 4.99,
  "species": ["O", "C", "C", "C", "N", "C", "N", "H", "H", "H", "H", "H", "H"],
  "positions_angstrom": [[2.49, 0.31, -0.03], [1.68, -0.82, 0.35], [-0.07, -0.34, 0.09], [-0.67, 0.86, 0.34], [-2.00, 0.68, 0.21], [-2.17, -0.64, -0.02], [-1.01, -1.27, -0.14], [3.08, 0.17, -0.80], [1.55, -0.58, 1.38], [1.97, -1.83, 0.05], [-0.22, 1.81, 0.57], [-2.68, 1.43, 0.25], [-3.19, -0.89, -0.16]]
}

***

12.
{
  "formula": "C4H6N2O",
  "method": "the ωB97M-V functional and the def2-TZVPD basis",
  "e_above_lowest_kcal_mol": 23.4,
  "gap_ev": 8.633,
  "smiles": "Cc1ncc(O)[nH]1",
  "lumo_ev": 0.678,
  "e_homo_ev": -7.96,
  "largest_force_ev_per_a": 0.38,
  "species": ["C", "C", "N", "C", "C", "O", "N", "H", "H", "H", "H", "H", "H"],
  "positions_angstrom": [[2.07, -0.25, 0.15], [0.76, 0.22, -0.37], [0.16, -0.36, -1.38], [-1.19, -0.31, -1.10], [-1.38, 0.31, 0.11], [-2.43, 0.52, 0.93], [-0.15, 0.71, 0.53], [2.70, -0.63, -0.66], [1.79, -1.10, 0.77], [2.61, 0.47, 0.77], [-1.91, -0.80, -1.74], [-3.14, -0.05, 0.63], [0.05, 1.20, 1.39]]
}

***

13.
{
  "formula": "C4H6N2O",
  "method": "the ωB97M-V functional and the def2-TZVPD basis",
  "e_above_lowest_kcal_mol": 143.1,
  "gap_ev": 10.009,
  "lumo_ev": 0.842,
  "e_homo_ev": -9.17,
  "largest_force_ev_per_a": 17.60,
  "species": ["C", "C", "C", "C", "H", "H", "H", "H", "H", "H", "N", "N", "O"],
  "positions_angstrom": [[1.36, 0.59, -0.95], [0.18, -0.13, -0.36], [-0.99, -0.52, -0.91], [-1.00, -0.78, 1.29], [1.98, 1.45, 0.65], [1.38, 1.12, -1.73], [2.40, -0.28, -1.26], [-1.55, -0.63, -1.88], [-2.44, -1.29, 0.53], [-1.76, -1.04, 2.38], [-1.77, -1.02, 0.15], [0.10, -0.17, 0.99], [1.79, 1.75, -0.14]]
}

***

14.
{
  "formula": "C4H6N2O",
  "method": "the ωB97M-V functional and the def2-TZVPD basis",
  "e_above_lowest_kcal_mol": 51.8,
  "gap_ev": [7.327, 7.306],
  "lumo_ev": [0.523, 0.507],
  "e_homo_ev": [-6.80, -6.80],
  "largest_force_ev_per_a": 0.29,
  "species": ["N", "C", "C", "O", "C", "C", "N", "H", "H", "H", "H", "H", "H"],
  "positions_angstrom": [[2.02, 0.81, -0.29], [0.72, 0.33, -0.05], [0.30, -1.02, -0.19], [1.01, -2.00, -0.41], [-1.20, -0.99, 0.05], [-1.55, 0.45, 0.02], [-0.40, 1.11, -0.01], [2.57, -0.03, -0.43], [2.41, 1.31, 0.51], [-1.24, -1.34, 1.09], [-1.80, -1.66, -0.56], [-2.49, 0.93, 0.26], [-0.36, 2.12, 0.01]]
}

***

15.
{
  "formula": "C4H6N2O",
  "method": "the ωB97M-V functional and the def2-TZVPD basis",
  "e_above_lowest_kcal_mol": 75.8,
  "gap_ev": 9.173,
  "lumo_ev": 0.883,
  "e_homo_ev": -8.29,
  "largest_force_ev_per_a": 0.76,
  "species": ["N", "C", "C", "N", "C", "O", "C", "H", "H", "H", "H", "H", "H"],
  "positions_angstrom": [[1.37, -1.46, 0.38], [0.54, -0.34, 0.22], [0.52, 0.79, 0.92], [-0.40, 1.70, 0.26], [-0.93, 1.30, -0.87], [-1.65, -0.88, -0.74], [-0.44, -0.16, -0.96], [1.89, -1.45, 1.25], [0.86, -2.33, 0.30], [1.04, 1.11, 1.82], [-0.61, 2.60, 0.65], [-2.27, -0.44, -1.35], [0.06, -0.44, -1.90]]
}

***

16.
{
  "formula": "C4H6N2O",
  "method": "the ωB97M-V functional and the def2-TZVPD basis",
  "e_above_lowest_kcal_mol": 116.1,
  "gap_ev": 9.730,
  "lumo_ev": 0.540,
  "e_homo_ev": -9.19,
  "largest_force_ev_per_a": 1.25,
  "species": ["C", "C", "N", "O", "C", "N", "C", "H", "H", "H", "H", "H", "H"],
  "positions_angstrom": [[1.03, -0.15, 2.09], [0.59, 0.04, 0.67], [0.78, 1.20, 0.12], [0.12, 1.19, -1.10], [-0.53, -0.01, -1.18], [-1.58, -0.17, -2.06], [-0.23, -0.89, -0.14], [1.20, 0.82, 2.57], [0.28, -0.69, 2.67], [1.97, -0.72, 2.15], [-1.52, 0.36, -2.92], [-2.43, 0.06, -1.56], [0.32, -1.05, -1.30]]
}

***

17.
{
  "formula": "C4H6N2O",
  "method": "the ωB97M-V functional and the def2-TZVPD basis",
  "e_above_lowest_kcal_mol": 27.4,
  "gap_ev": 9.863,
  "smiles": "CN1CN=CC1=O",
  "lumo_ev": 0.253,
  "e_homo_ev": -9.61,
  "largest_force_ev_per_a": 4.35,
  "species": ["C", "N", "C", "N", "C", "C", "O", "H", "H", "H", "H", "H", "H"],
  "positions_angstrom": [[-0.83, 1.10, -0.13], [0.32, 0.25, -0.22], [0.40, -1.10, -0.63], [1.74, -1.51, -0.37], [2.37, -0.50, 0.19], [1.51, 0.66, 0.34], [1.70, 1.76, 0.80], [-0.52, 2.15, -0.08], [-1.46, 0.96, -0.99], [-1.51, 0.95, 0.74], [0.19, -1.31, -1.70], [-0.33, -1.57, -0.03], [3.38, -0.70, 0.37]]
}

***

18.
{
  "formula": "C4H6N2O",
  "method": "the ωB97M-V functional and the def2-TZVPD basis",
  "e_above_lowest_kcal_mol": 95.7,
  "gap_ev": [6.817, 6.818],
  "lumo_ev": [-0.141, -0.141],
  "e_homo_ev": [-6.96, -6.96],
  "largest_force_ev_per_a": 7.50,
  "species": ["C", "C", "C", "C", "N", "N", "O", "H", "H", "H", "H", "H", "H"],
  "positions_angstrom": [[1.42, -0.63, -1.06], [-0.49, 0.96, -0.69], [0.95, 0.67, -0.89], [-0.79, 0.20, 0.66], [1.73, -1.72, -1.36], [-0.76, -1.12, 0.69], [-0.47, 0.76, 1.81], [-0.56, 2.13, -0.73], [-1.21, 0.64, -1.43], [1.62, 1.35, -0.61], [-0.44, -1.70, 1.32], [-1.04, -1.63, -0.13], [0.03, 0.10, 2.43]]
}